Entry one
C3H7N3 as an isolated structure. Source: the OMol25 dataset; level of theory: ωB97M-V/def2-TZVPD.

Structure (XYZ):
```
13
Properties=species:S:1:pos:R:3
C 0.41 0.34 0.00
C -2.07 0.14 0.07
C 1.64 0.62 -0.02
N -0.83 0.49 0.05
N 2.87 0.93 -0.07
N -3.14 0.87 -0.01
H 0.79 -1.50 0.32
H -2.38 -1.00 -0.02
H 0.96 -2.25 0.48
H 3.57 1.14 0.62
H 3.32 0.97 -0.94
H -3.97 0.36 -0.26
H -3.07 1.89 0.14
```

Highest occupied orbital energy (eV): -19.69
Gap between HOMO and LUMO (eV): 7.444
Charge: +2

=====

Entry two
A 2-piece molecular cluster, C3H7N3 overall. Source: the OMol25 dataset; level of theory: ωB97M-V/def2-TZVPD.

Structure (XYZ):
```
13
Properties=species:S:1:pos:R:3
C 2.24 0.04 -0.10
C -2.39 0.15 0.14
C 1.17 -0.70 -0.20
N -1.28 0.53 0.21
N 3.30 0.62 0.12
N -3.44 -0.50 -0.11
H 0.99 -1.52 0.48
H 0.54 -0.48 -0.97
H -0.66 1.36 0.29
H 4.24 0.19 -0.12
H 3.32 1.65 0.52
H -4.24 -0.38 0.69
H -3.80 -0.96 -0.96
```

Highest occupied orbital energy (eV): -19.73
Gap between HOMO and LUMO (eV): 11.281
Charge: +2

=====

Relative calculated energies, zero for the most stable structure, unit hartree: entry one 0.0927; entry two 0.0000.

=====

Entry one
An isolated ion of composition C2H4BrN2 and charge +1. Source: the OMol25 dataset; level of theory: ωB97M-V/def2-TZVPD.

Structure (XYZ):
```
9
Properties=species:S:1:pos:R:3
C -0.90 0.97 0.18
C 0.99 -0.60 0.20
N 0.39 0.63 -0.22
N -0.77 0.67 -1.12
Br -1.77 1.41 1.71
H 0.24 -1.41 -0.24
H 1.89 -0.80 -0.39
H 1.17 -0.69 1.26
H -1.22 -0.18 -1.37
```

Highest occupied orbital energy (eV): -15.57
Gap between HOMO and LUMO (eV): 9.096
SMILES: CN1[NH+]=C1Br
Charge: +1

=====

Entry two
A 2-piece molecular cluster, C2H4BrN2 overall. Source: the OMol25 dataset; level of theory: ωB97M-V/def2-TZVPD.

Structure (XYZ):
```
9
Properties=species:S:1:pos:R:3
C -3.09 -0.65 1.00
C 1.53 0.04 -0.55
N 0.19 -0.08 -0.27
N -0.85 0.47 -0.23
Br -2.04 -1.16 2.29
H 1.60 -0.55 -1.45
H 1.86 1.16 -0.45
H 2.05 -0.62 0.11
H -1.25 1.40 -0.44
```

Highest occupied orbital energy (spin up / spin down) (eV): -12.57 / -12.58
Gap between HOMO and LUMO (spin up / spin down) (eV): 5.894 / 5.901
Charge: +1

=====

Relative calculated energies, zero for the most stable structure, unit hartree: entry one 0.0000; entry two 0.1345.

=====

Entry one
An isolated molecule of C5H9ClO. Source: the OMol25 dataset; level of theory: ωB97M-V/def2-TZVPD.

Structure (XYZ):
```
16
Properties=species:S:1:pos:R:3
C -0.32 0.32 0.40
C -0.47 -1.05 -0.19
C 1.10 1.03 0.10
C -1.36 1.33 -0.05
C 0.71 -1.90 -0.32
O -0.37 -0.29 1.73
Cl -2.02 -1.78 -0.42
H 1.00 2.05 -0.48
H 1.64 0.26 -0.45
H 1.50 1.35 1.09
H -1.01 2.25 0.63
H -2.41 1.10 0.37
H -1.10 1.69 -1.08
H 1.51 -1.49 0.25
H 1.05 -1.89 -1.43
H 0.55 -2.97 -0.15
```

Highest occupied orbital energy (spin up / spin down) (eV): -9.27 / -9.27
Gap between HOMO and LUMO (spin up / spin down) (eV): 8.803 / 8.800

=====

Entry two
An isolated molecule of C5H9ClO. Source: the OMol25 dataset; level of theory: ωB97M-V/def2-TZVPD.

Structure (XYZ):
```
16
Properties=species:S:1:pos:R:3
C -0.70 2.12 1.21
C 0.47 0.14 0.54
C 1.21 -0.12 1.81
C 0.14 -0.76 -0.39
C 0.73 -2.11 -0.34
H -1.42 1.42 1.64
H -1.26 2.90 0.65
H -0.17 2.62 2.01
H 0.71 0.49 2.56
H 1.34 -1.12 2.17
H 2.22 0.31 1.66
H 1.35 -2.28 0.53
H -0.04 -2.90 -0.41
H 1.30 -2.30 -1.26
O 0.17 1.50 0.28
Cl -0.97 -0.40 -1.69
```

Highest occupied orbital energy (eV): -8.64
Gap between HOMO and LUMO (eV): 9.523
SMILES: CO/C(C)=C(/C)Cl

=====

Relative calculated energies, zero for the most stable structure, unit hartree: entry one 0.0917; entry two 0.0000.

=====

Entry one
A 2-piece molecular cluster, C4H12NO2 overall. Source: the OMol25 dataset; level of theory: ωB97M-V/def2-TZVPD.

Structure (XYZ):
```
19
Properties=species:S:1:pos:R:3
C 1.29 -1.81 -0.50
O 1.76 -2.27 0.66
C 0.17 -0.64 -0.31
C 0.89 0.67 -0.43
C 0.17 1.94 -0.02
N -0.56 -0.81 0.95
H 0.66 -2.64 -0.96
H 1.98 -1.44 -1.27
H -0.56 -0.61 -1.13
H 1.22 0.72 -1.48
H 1.98 0.72 -0.17
H -0.76 2.02 -0.60
H -0.12 1.94 1.02
H 0.77 2.83 -0.25
H 0.15 -0.59 1.65
H -0.67 -1.79 1.17
H -2.39 0.64 -0.10
H -2.80 0.45 1.30
O -3.18 0.66 0.46
```

Highest occupied orbital energy (eV): -2.50
Gap between HOMO and LUMO (eV): 6.393
Charge: -1

=====

Entry two
A 2-piece molecular cluster, C4H12NO2 overall. Source: the OMol25 dataset; level of theory: ωB97M-V/def2-TZVPD.

Structure (XYZ):
```
19
Properties=species:S:1:pos:R:3
C 1.31 -1.96 0.51
N 0.32 -0.94 0.42
C -0.88 -1.52 -0.26
C 0.66 0.41 0.02
C -0.02 1.50 0.93
O 0.01 2.66 0.20
H 1.69 -2.27 -0.53
H 1.02 -2.89 1.01
H 2.24 -1.53 0.95
H -1.16 -2.50 0.12
H -0.76 -1.30 -1.32
H -1.73 -0.93 0.13
H 1.78 0.54 0.04
H 0.52 0.58 -1.05
H 0.52 1.78 1.85
H -1.13 1.26 1.11
H -1.54 1.75 -1.93
H -1.10 2.76 -0.67
O -1.76 2.60 -1.52
```

Highest occupied orbital energy (eV): -3.07
Gap between HOMO and LUMO (eV): 6.711
Charge: -1

=====

Entry three
A 2-piece molecular cluster, C4H12NO2 overall. Source: the OMol25 dataset; level of theory: ωB97M-V/def2-TZVPD.

Structure (XYZ):
```
19
Properties=species:S:1:pos:R:3
C 1.73 0.62 0.17
C 1.18 -0.93 0.01
N -0.03 -1.26 0.81
C -1.22 -0.76 0.21
C -1.56 0.60 1.11
O -1.47 0.57 2.39
H 1.81 1.06 -0.77
H 0.89 1.19 0.62
H 2.52 0.69 0.88
H 1.89 -1.67 0.32
H 1.02 -0.94 -1.08
H -0.02 -0.91 1.83
H -1.10 -0.62 -0.88
H -1.93 -1.58 0.21
H -2.69 0.89 0.75
H -0.81 1.27 0.84
H 0.09 -0.02 -2.90
H -0.29 0.98 -1.80
O -0.01 0.82 -2.72
```

Highest occupied orbital energy (eV): -2.59
Gap between HOMO and LUMO (eV): 6.359
Charge: -1

=====

Entry four
C4H12NO2 as an isolated structure. Source: the OMol25 dataset; level of theory: ωB97M-V/def2-TZVPD.

Structure (XYZ):
```
19
Properties=species:S:1:pos:R:3
C 0.89 0.47 -0.52
N 0.24 -0.43 -1.95
C -0.67 -1.39 -1.37
O -0.05 -2.41 -0.46
C -0.11 1.63 -0.28
C -0.74 1.36 1.11
H 1.05 -0.11 0.40
H 1.82 0.99 -0.81
H 1.13 -0.45 -1.42
H -1.44 -0.95 -0.71
H -1.12 -1.94 -2.22
H -0.91 1.71 -1.04
H 0.33 2.66 -0.24
H -0.55 0.29 1.27
H -0.11 1.75 1.91
H -1.74 1.78 1.31
H 0.29 -1.91 0.31
H 0.80 -2.00 2.42
O 0.87 -1.05 2.28
```

Highest occupied orbital energy (eV): -3.38
Gap between HOMO and LUMO (eV): 7.467
Charge: -1

=====

Relative calculated energies, zero for the most stable structure, unit hartree: entry one 0.0000; entry two 0.0191; entry three 0.0661; entry four 0.1146.